DFT (ωB97M-V/def2-TZVPD) results for an isolated ion of composition C5H12N3O2 and charge -1 in a non-equilibrium geometry.

Its energy above the lowest of the compared OMol25 structures with the same formula, charge and spin is 15.3 kcal/mol. For the total energy, the calculation gives -13941.10496 eV. The value obtained for the orbital gap is 6.75 eV. The value obtained for the HOMO energy is -3.16 eV. As for the charge: -1.

Last column: Mulliken charge in e.
Element x y z (Å)
O -1.849 -1.616 3.138  -0.787
O -2.994 -0.390 1.616  -0.797
N -1.086 -0.507 0.014  -0.148
N -0.879 -1.079 1.213  -0.615
N -1.921 -0.998 2.026  0.867
C -0.496 1.858 -0.856  -1.776
C 0.904 0.772 0.857  -1.845
C 0.765 -0.383 -1.449  -0.733
C 1.571 -1.481 -0.726  -1.329
C -0.048 0.474 -0.376  1.351
H 2.272 -0.943 -0.134  0.301
H 1.460 0.283 -2.040  0.288
H 1.880 1.100 0.331  0.335
H -0.901 1.831 -1.896  0.389
H 0.323 2.565 -0.881  0.385
H 0.078 -0.920 -2.089  0.438
H -1.337 2.242 -0.252  0.420
H -2.005 -0.028 0.340  0.419
H 2.155 -2.090 -1.350  0.461
H 0.921 -2.185 -0.236  0.321
H 0.763 -0.129 1.440  0.543
H 0.423 1.623 1.309  0.511